Entry from OMol25: C20H43CuN2O3 as an isolated structure at a distorted geometry (the ωB97M-V functional and the def2-TZVPD basis).

Each line ends with the natural charge from an NBO analysis.
Atoms and positions in Å:
Cu1 0.074 0.004 -0.529  0.927
C1 0.773 1.753 -3.286  -0.618
C2 0.465 0.423 -2.620  -0.104
O1 -0.762 0.206 -1.945  -1.013
H1 1.824 1.853 -3.556  0.198
H2 0.538 2.639 -2.695  0.184
H3 0.177 1.833 -4.195  0.213
H4 1.245 0.147 -1.910  0.112
H5 0.589 -0.365 -3.362  0.157
C3 -1.789 0.078 1.735  -0.548
C4 -1.986 -1.457 1.429  0.160
C5 -3.462 -1.635 0.836  -0.399
C6 -3.515 -2.897 -0.054  -0.396
C7 -2.493 -2.908 -1.231  -0.402
C8 -0.962 -2.784 -0.633  0.156
N1 -0.941 -1.694 0.385  -0.262
O2 0.421 -1.376 0.825  -0.661
C9 -0.548 -4.116 0.001  -0.642
C10 -0.051 -2.498 -1.833  -0.665
C11 -1.886 -2.377 2.701  -0.654
H6 -2.686 0.366 2.283  0.179
H7 -1.609 0.753 0.898  0.261
H8 -1.059 0.379 2.487  0.171
H9 -4.192 -1.850 1.616  0.213
H10 -3.693 -0.731 0.273  0.218
H11 -4.530 -3.092 -0.402  0.211
H12 -3.156 -3.706 0.581  0.182
H13 -2.762 -2.003 -1.775  0.226
H14 -2.760 -3.760 -1.855  0.216
H15 0.391 -3.974 0.535  0.182
H16 -1.248 -4.630 0.660  0.210
H17 -0.318 -4.861 -0.761  0.222
H18 0.990 -2.586 -1.523  0.188
H19 -0.241 -3.170 -2.669  0.219
H20 -0.191 -1.483 -2.206  0.284
H21 -1.922 -3.457 2.556  0.214
H22 -2.739 -2.143 3.338  0.219
H23 -0.971 -2.229 3.274  0.204
H24 0.707 -2.165 1.292  0.482
C12 2.227 -0.672 0.189  -0.605
C13 2.171 0.863 0.498  0.176
C14 3.041 1.569 -0.534  -0.423
C15 2.915 3.079 -0.582  -0.395
C16 1.357 3.491 -0.785  -0.399
C17 0.435 2.771 0.230  0.137
N2 0.767 1.335 0.453  -0.330
O3 -0.090 0.738 1.426  -0.613
C18 0.427 3.710 1.473  -0.646
C19 -0.949 2.731 -0.447  -0.644
C20 2.810 1.113 1.943  -0.647
H25 1.620 -1.195 0.928  0.251
H26 3.208 -1.148 0.222  0.210
H27 1.785 -0.915 -0.777  0.196
H28 4.099 1.440 -0.303  0.219
H29 2.858 1.159 -1.527  0.214
H30 3.472 3.408 -1.459  0.213
H31 3.310 3.511 0.337  0.194
H32 1.114 3.186 -1.802  0.207
H33 1.309 4.580 -0.815  0.218
H34 0.101 4.708 1.180  0.231
H35 -0.146 3.376 2.338  0.194
H36 1.396 3.785 1.966  0.208
H37 -0.799 2.084 -1.311  0.275
H38 -1.733 2.341 0.203  0.204
H39 -1.212 3.751 -0.727  0.203
H40 2.164 0.687 2.711  0.204
H41 2.991 2.156 2.205  0.207
H42 3.744 0.551 1.912  0.217
H43 -0.118 1.320 2.190  0.476

Results
Frontier orbital gap   6.260 eV
Lowest unoccupied orbital energy   0.49 eV
Highest occupied orbital energy   -0.212 hartree

Entry from OMol25: an isolated ion of composition C18H24N5O4 and charge +1 at a distorted geometry (the ωB97M-V functional and the def2-TZVPD basis).

Each line ends with the natural charge from an NBO analysis.
Atoms and positions in Å:
C1 -4.751 -0.430 -1.148  -0.443
N1 -3.848 -0.184 -0.055  -0.566
C2 -2.796 -0.945 0.171  0.664
O1 -2.534 -1.931 -0.584  -0.647
C3 -1.666 -0.603 1.227  -0.118
C4 -1.423 -1.760 2.187  -0.460
C5 -0.087 -1.709 2.928  0.161
C6 0.994 -2.474 2.722  -0.063
N2 2.020 -1.737 3.177  -0.450
C7 1.479 -0.713 4.007  0.250
N3 0.129 -0.544 3.616  -0.462
N4 -0.424 -0.186 0.532  -0.585
C8 0.342 0.895 0.854  0.675
O2 0.037 1.619 1.894  -0.692
C9 1.562 1.047 0.005  -0.141
C10 1.433 1.400 -1.459  -0.412
C11 0.513 0.551 -2.383  -0.110
C12 0.985 -0.501 -3.220  -0.179
C13 0.191 -1.212 -4.105  -0.251
C14 -1.139 -0.765 -4.429  0.327
O3 -1.813 -1.329 -5.464  -0.640
C15 -1.630 0.286 -3.663  -0.300
C16 -0.794 0.932 -2.656  -0.166
N5 2.586 1.933 0.588  -0.592
C17 3.474 1.646 1.544  0.707
C18 4.370 2.797 2.016  -0.746
O4 3.527 0.489 2.070  -0.717
H1 -5.804 -0.501 -0.984  0.224
H2 -4.551 0.100 -1.996  0.202
H3 -4.636 -1.493 -1.412  0.251
H4 -3.923 0.641 0.437  0.396
H5 -1.942 0.238 1.820  0.222
H6 -2.241 -1.677 2.975  0.235
H7 -1.681 -2.757 1.617  0.279
H8 0.890 -3.417 2.153  0.275
H9 3.041 -1.846 2.891  0.494
H10 1.983 0.150 4.370  0.250
H11 -0.419 0.298 3.695  0.486
H12 -0.034 -0.748 -0.141  0.413
H13 2.039 -0.061 -0.061  0.244
H14 1.367 2.538 -1.513  0.227
H15 2.492 1.206 -1.840  0.236
H16 2.023 -0.723 -3.179  0.210
H17 0.664 -2.046 -4.607  0.234
H18 -2.534 -0.809 -5.669  0.479
H19 -2.664 0.588 -3.902  0.210
H20 -1.290 1.833 -2.206  0.215
H21 2.546 2.970 0.533  0.415
H22 5.092 3.132 1.271  0.250
H23 4.934 2.195 2.738  0.256
H24 3.914 3.616 2.638  0.254

Results
Structure (SMILES)   CNC(=O)[C@@H](Cc1c[nH]c[nH+]1)NC(=O)[C@@H](Cc1ccc(O)cc1)NC(C)=O
Frontier orbital gap   7.645 eV
Lowest unoccupied orbital energy   -3.42 eV
Charge   +1
Highest occupied orbital energy   -0.406 hartree

Entry from OMol25: C34H35InN3S2 as an isolated structure (the ωB97M-V functional and the def2-TZVPD basis).

Each line ends with the Löwdin charge.
Atoms and positions in Å:
In1 1.561 -0.989 0.504  0.506
C1 -0.997 -2.638 0.545  -0.099
C2 -1.978 -1.687 0.630  -0.137
C3 -1.680 -0.661 -0.405  -0.112
C4 -0.574 -1.102 -1.091  -0.122
C5 -0.042 -2.319 -0.499  -0.363
C6 0.614 -3.440 -1.333  -0.577
C7 1.349 -2.871 -2.551  -0.058
C8 -0.482 -4.391 -1.840  -0.050
C9 1.599 -4.243 -0.478  -0.058
C10 -2.335 0.671 -0.814  -0.520
C11 -2.962 1.470 0.334  -0.054
C12 -1.256 1.589 -1.421  -0.064
C13 -3.393 0.420 -1.904  -0.045
C14 -3.157 -1.852 1.602  -0.524
C15 -3.159 -0.871 2.789  -0.065
C16 -3.119 -3.253 2.231  -0.080
C17 -4.484 -1.774 0.832  -0.053
H1 -0.933 -3.528 1.155  0.107
H2 -0.128 -0.628 -1.957  0.099
H3 0.644 -2.465 -3.283  0.088
H4 1.926 -3.663 -3.041  0.087
H5 2.041 -2.068 -2.281  0.051
H6 -1.274 -3.823 -2.339  0.092
H7 -0.935 -4.946 -1.015  0.081
H8 -0.071 -5.113 -2.556  0.080
H9 2.483 -3.645 -0.230  0.070
H10 1.946 -5.134 -1.011  0.086
H11 1.142 -4.565 0.461  0.086
H12 -2.218 1.684 1.107  0.087
H13 -3.806 0.973 0.804  0.055
H14 -3.325 2.424 -0.060  0.082
H15 -0.378 1.652 -0.774  0.083
H16 -1.665 2.596 -1.549  0.084
H17 -0.919 1.245 -2.403  0.079
H18 -4.195 -0.235 -1.556  0.064
H19 -2.928 -0.056 -2.772  0.084
H20 -3.840 1.369 -2.226  0.083
H21 -2.365 -1.127 3.493  0.056
H22 -4.119 -0.938 3.315  0.084
H23 -2.999 0.164 2.498  0.047
H24 -2.215 -3.400 2.829  0.083
H25 -3.170 -4.041 1.472  0.088
H26 -3.980 -3.364 2.898  0.083
H27 -4.708 -0.775 0.465  0.051
H28 -5.308 -2.076 1.487  0.080
H29 -4.465 -2.450 -0.030  0.092
S1 3.598 -0.866 1.997  0.579
C18 2.981 0.409 3.038  -0.678
C19 3.913 1.251 3.655  -0.078
C20 3.534 2.266 4.513  -0.201
C21 4.557 3.096 5.126  -0.178
N1 5.373 3.740 5.619  0.147
C22 2.175 2.482 4.765  -0.200
C23 1.233 1.676 4.144  -0.066
C24 1.595 0.633 3.283  -0.650
S2 0.331 -0.384 2.575  0.682
C25 1.738 3.539 5.658  -0.181
N2 1.375 4.370 6.366  0.146
H30 4.966 1.096 3.459  0.111
H31 0.182 1.853 4.336  0.113
N3 2.790 6.710 -5.822  0.137
C26 2.742 5.789 -5.135  -0.185
C27 2.688 4.612 -4.281  -0.240
C28 2.505 3.355 -4.848  -0.034
C29 2.445 2.234 -4.038  -0.022
C30 2.566 2.346 -2.651  -0.239
C31 2.759 3.616 -2.093  -0.012
C32 2.816 4.740 -2.901  -0.029
C33 2.466 1.181 -1.810  -0.121
C34 2.389 0.194 -1.105  -0.088
H32 2.410 3.262 -5.922  0.116
H33 2.304 1.253 -4.474  0.118
H34 2.863 3.705 -1.020  0.122
H35 2.961 5.720 -2.467  0.117

Results
Frontier orbital gap   7.214 eV
Lowest unoccupied orbital energy   1.88 eV
Charge   -1
Highest occupied orbital energy   -0.196 hartree

Energy above the lowest of the compared OMol25 structures with the same formula, charge and spin / eV: 13.709, 3.972, 0.564